(1)
{
  "formula": "C22H51BIrN4O2Si2",
  "method": "the ωB97M-V functional and the def2-TZVPD basis",
  "gap_ev": [8.257, 6.287],
  "charge": 1,
  "homo_ha": [-0.3801, -0.4258],
  "multiplicity": 5,
  "species": ["O", "O", "C", "C", "H", "H", "H", "H", "H", "C", "C", "H", "H", "H", "H", "H", "C", "C", "C", "H", "H", "H", "H", "H", "C", "H", "H", "H", "H", "H", "H", "Ir", "C", "Si", "H", "H", "C", "C", "C", "C", "Si", "H", "H", "C", "C", "C", "H", "H", "H", "H", "H", "H", "H", "H", "H", "H", "H", "H", "H", "H", "H", "H", "H", "H", "B", "N", "C", "C", "C", "N", "N", "C", "C", "C", "N", "H", "H", "H", "H", "H", "H", "H", "H"],
  "xyz": [[-0.45623, -0.60051, -2.02788], [-3.89362, -2.55536, 1.67205], [-1.36195, 0.45867, -2.48730], [-1.75740, 0.30876, -3.94033], [-0.80293, 1.38380, -2.30560], [-2.24871, 0.47112, -1.82907], [-0.91560, 0.48291, -4.60831], [-2.51714, 1.05681, -4.15718], [-2.19177, -0.66558, -4.16934], [-1.10608, -1.79038, -1.55750], [-2.56796, -2.07713, -1.90975], [-0.99606, -1.79150, -0.46438], [-0.50113, -2.61565, -1.95842], [-3.21699, -1.78571, -1.07509], [-2.67281, -3.16654, -2.03460], [-2.93285, -1.62204, -2.83629], [-2.79836, -2.89263, 2.52139], [-4.86902, -1.69799, 2.26319], [-2.05042, -4.07606, 1.92833], [-3.15115, -3.18816, 3.52880], [-2.12652, -2.01874, 2.63872], [-2.72803, -4.92974, 1.81095], [-1.25403, -4.37684, 2.61119], [-1.61011, -3.84090, 0.95389], [-6.27865, -2.19256, 1.97119], [-4.73888, -0.68694, 1.83625], [-4.74272, -1.61776, 3.36026], [-6.44397, -2.33564, 0.90310], [-7.00879, -1.47440, 2.35067], [-6.44814, -3.14381, 2.48012], [-0.04505, 1.60193, 2.56302], [2.48081, 0.51967, -1.57845], [-0.96804, 1.56114, 2.04380], [-2.14031, 2.50618, 3.17057], [-0.84787, 1.99340, 1.04222], [-1.25073, 0.51511, 1.87932], [-3.95956, 2.19545, 2.83266], [-1.92499, 4.34775, 2.91873], [-1.82358, 1.98852, 4.94511], [1.97888, 0.25175, -3.37718], [2.35679, -1.47372, -2.71450], [2.70581, 0.50408, -4.17997], [0.92947, 0.46281, -3.67244], [1.37435, -2.46716, -3.98175], [2.09781, -1.93410, -0.89437], [4.16274, -1.97267, -2.99422], [-2.21704, 0.98365, 5.14158], [-2.34035, 2.65987, 5.62873], [-0.75785, 1.99050, 5.20169], [-4.22787, 2.33048, 1.77774], [-4.51060, 2.94006, 3.41834], [-4.28738, 1.20020, 3.15589], [-1.57724, 4.64414, 1.91832], [-1.24442, 4.77316, 3.67109], [-2.91833, 4.80185, 3.05943], [1.16997, -2.50228, -0.78217], [1.99528, -1.09754, -0.16486], [2.94854, -2.53060, -0.54044], [4.22523, -2.45622, -3.97823], [4.48910, -2.69932, -2.23623], [4.85353, -1.11900, -2.96817], [2.11380, -2.92615, -4.65559], [0.72803, -1.80580, -4.57373], [0.77155, -3.27302, -3.54620], [4.77707, 2.18932, -1.67929], [3.73165, 2.89813, -0.84459], [3.79715, 4.02275, -0.11317], [2.57137, 4.18774, 0.50349], [1.80493, 3.05605, 0.17514], [2.56510, 2.23936, -0.59404], [5.28106, 1.13240, -0.71057], [6.40199, 0.97488, 0.01300], [6.20548, -0.12792, 0.83632], [4.90041, -0.59240, 0.56768], [4.32242, 0.25248, -0.31551], [5.48695, 2.76943, -2.41070], [3.88729, 1.41712, -2.40703], [4.71453, 4.58493, -0.06227], [2.27641, 4.99441, 1.13269], [0.80779, 2.78527, 0.46848], [7.22810, 1.65991, -0.09252], [6.89807, -0.52275, 1.55286], [4.38979, -1.45474, 0.98121]],
  "mulliken_spin": [0.00, 0.00, 0.01, 0.00, 0.00, 0.00, 0.00, 0.00, 0.00, 0.01, 0.00, 0.00, 0.00, 0.00, 0.00, 0.00, 0.00, 0.00, 0.00, 0.00, 0.00, 0.00, 0.00, 0.00, 0.00, 0.00, 0.00, 0.00, 0.00, 0.00, 0.00, 2.30, 0.00, 0.00, 0.00, 0.00, 0.00, 0.00, 0.00, 0.68, 0.14, -0.02, -0.05, 0.08, 0.15, 0.01, 0.00, 0.00, 0.00, 0.00, 0.00, 0.00, 0.00, 0.00, 0.00, 0.02, -0.01, 0.00, 0.00, 0.00, 0.00, -0.01, 0.00, 0.01, 0.23, -0.01, 0.04, 0.03, 0.00, 0.15, 0.00, 0.00, 0.01, 0.01, 0.16, 0.01, 0.06, 0.00, 0.00, 0.00, 0.00, 0.00, 0.00]
}

***

(2)
{
  "formula": "C22H52N5O4",
  "method": "the ωB97M-V functional and the def2-TZVPD basis",
  "gap_ev": 6.875,
  "charge": 1,
  "homo_ha": -0.4004,
  "species": ["C", "N", "C", "C", "C", "C", "C", "H", "H", "H", "H", "H", "H", "H", "H", "C", "C", "C", "O", "C", "N", "H", "H", "H", "H", "H", "H", "H", "H", "H", "H", "H", "C", "C", "C", "O", "C", "N", "H", "H", "H", "H", "H", "H", "H", "H", "H", "H", "H", "C", "C", "C", "O", "C", "N", "H", "H", "H", "H", "H", "H", "H", "H", "H", "H", "H", "C", "C", "C", "O", "C", "N", "H", "H", "H", "H", "H", "H", "H", "H", "H", "H", "H"],
  "xyz": [[-0.75966, -4.68274, 1.01735], [-0.48850, -3.44854, 0.22735], [0.41657, -3.48716, -0.75470], [0.67747, -2.33721, -1.45359], [0.00677, -1.15590, -1.17706], [-0.91849, -1.18118, -0.14281], [-1.16937, -2.34467, 0.53869], [0.07735, -5.36198, 0.84995], [-1.71263, -5.14385, 0.74400], [-0.81092, -4.37892, 2.06667], [0.93763, -4.40619, -1.00340], [1.44046, -2.40888, -2.22554], [0.20268, -0.25583, -1.75269], [-1.46844, -0.29338, 0.15641], [-1.93615, -2.32273, 1.33084], [-6.03748, -1.87158, 1.35860], [-5.24800, -1.26446, 2.51479], [-5.79269, 0.08784, 2.99500], [-5.48047, 1.17807, 2.14877], [-6.32649, 1.32284, 1.01875], [-3.83308, -1.16580, 2.12669], [-5.81300, -1.39165, 0.40544], [-5.79194, -2.92922, 1.24819], [-7.11133, -1.79677, 1.53459], [-5.32236, -1.96058, 3.35478], [-5.31831, 0.31922, 3.95301], [-6.87116, 0.04013, 3.18510], [-7.35706, 1.03511, 1.24135], [-5.94758, 0.74244, 0.17404], [-6.31471, 2.37275, 0.72798], [-3.29673, -0.85428, 2.93420], [-3.75839, -0.38822, 1.47242], [4.75075, 1.11515, -1.38326], [3.74755, 0.34938, -0.52801], [3.89792, 0.60773, 0.98010], [4.98880, -0.05752, 1.58523], [6.24371, 0.58594, 1.42637], [3.84517, -1.08103, -0.84818], [5.74416, 0.66873, -1.36486], [4.43008, 1.12620, -2.42566], [4.83694, 2.15149, -1.05204], [2.74762, 0.69501, -0.81513], [3.00561, 0.21239, 1.47793], [3.92783, 1.68267, 1.20149], [6.14661, 1.67536, 1.43229], [6.73413, 0.25711, 0.50825], [6.87696, 0.28941, 2.26206], [3.10865, -1.57634, -0.35127], [4.70021, -1.42881, -0.41970], [6.15235, 6.34328, 1.66665], [5.02394, 5.97475, 0.70807], [3.68793, 5.68055, 1.40879], [3.62087, 4.41293, 2.04486], [4.22264, 4.35571, 3.32752], [5.45627, 4.84771, -0.12315], [6.56268, 5.47282, 2.17882], [6.97378, 6.80618, 1.11973], [5.81126, 7.05537, 2.42089], [4.86252, 6.83693, 0.05453], [2.90582, 5.66139, 0.64416], [3.41828, 6.47921, 2.11069], [4.10049, 5.29218, 3.87748], [5.28214, 4.10265, 3.24711], [3.73515, 3.55759, 3.88856], [4.74402, 4.67131, -0.82764], [5.42905, 4.01608, 0.46302], [-3.93055, -4.37210, -4.16650], [-3.15551, -3.77739, -2.99545], [-3.74324, -2.45856, -2.46718], [-3.47331, -1.32611, -3.26918], [-4.32937, -1.16765, -4.39224], [-1.74756, -3.62802, -3.38790], [-3.72432, -3.85666, -5.10388], [-3.65230, -5.41611, -4.31037], [-5.00639, -4.33625, -3.98508], [-3.20538, -4.50158, -2.17428], [-3.27154, -2.24544, -1.50123], [-4.81976, -2.54921, -2.27474], [-5.34769, -1.50145, -4.17816], [-3.93263, -1.70035, -5.25805], [-4.35654, -0.10749, -4.64181], [-1.20790, -3.32751, -2.58179], [-1.69184, -2.83432, -4.02302]],
  "lowdin_charge": [0.05, -0.08, -0.03, -0.05, 0.01, -0.01, -0.03, 0.10, 0.11, 0.11, 0.16, 0.13, 0.14, 0.13, 0.12, -0.06, -0.42, -0.20, -0.19, -0.10, 0.03, 0.06, 0.07, 0.08, 0.14, 0.13, 0.13, 0.09, 0.07, 0.09, 0.08, 0.07, -0.06, -0.43, -0.20, -0.18, -0.09, 0.04, 0.07, 0.08, 0.06, 0.12, 0.12, 0.11, 0.08, 0.08, 0.09, 0.05, 0.08, -0.07, -0.43, -0.20, -0.21, -0.10, 0.04, 0.06, 0.08, 0.08, 0.14, 0.12, 0.12, 0.09, 0.07, 0.09, 0.07, 0.04, -0.06, -0.42, -0.21, -0.19, -0.09, 0.06, 0.07, 0.08, 0.08, 0.13, 0.10, 0.12, 0.09, 0.08, 0.09, 0.02, 0.08]
}

***

(3)
{
  "formula": "C22H53AlNO13S4",
  "method": "the ωB97M-V functional and the def2-TZVPD basis",
  "gap_ev": 6.837,
  "charge": -1,
  "homo_ha": -0.1765,
  "species": ["C", "C", "C", "C", "C", "Al", "O", "C", "N", "C", "C", "C", "C", "H", "H", "H", "H", "H", "H", "H", "H", "H", "H", "H", "H", "H", "H", "H", "H", "H", "H", "H", "H", "H", "O", "S", "O", "O", "C", "C", "C", "H", "H", "H", "H", "H", "H", "H", "H", "O", "S", "O", "O", "C", "C", "C", "H", "H", "H", "H", "H", "H", "H", "H", "O", "S", "O", "O", "C", "C", "C", "H", "H", "H", "H", "H", "H", "H", "H", "O", "S", "O", "O", "C", "C", "C", "H", "H", "H", "H", "H", "H", "H", "H"],
  "xyz": [[-1.81540, 4.06382, 3.48435], [-1.46046, 2.80916, 2.69313], [-2.61900, 2.29607, 1.85978], [-2.28694, 1.02363, 1.05348], [-1.29834, 1.33511, -0.06340], [-0.40359, -0.26199, -0.92215], [0.92276, 0.45409, -2.07906], [2.03966, 0.41865, -1.54429], [3.12207, 0.10350, -1.18739], [0.34568, -1.64350, 0.35554], [-0.41765, -2.96659, 0.12690], [0.42856, -1.19020, 1.83925], [-0.44420, -1.97358, 2.82120], [-2.12539, 4.87855, 2.84109], [-0.89975, 4.39719, 3.96890], [-2.51922, 3.86199, 4.28422], [-1.15891, 2.03399, 3.39547], [-0.57914, 3.05029, 2.10911], [-3.46959, 2.15220, 2.52930], [-2.89766, 3.06694, 1.14079], [-1.91783, 0.29715, 1.77510], [-3.23518, 0.65558, 0.67323], [-1.87159, 1.82003, -0.85706], [-0.53801, 2.05920, 0.22832], [-1.48222, -0.98473, -1.87377], [1.36946, -1.83406, 0.03670], [-1.44149, -2.89868, 0.47513], [-0.37967, -3.18684, -0.93030], [0.08183, -3.77941, 0.65655], [1.45226, -1.32487, 2.18869], [0.21570, -0.12948, 1.95488], [-0.27775, -3.03889, 2.77000], [-1.49164, -1.70247, 2.74588], [-0.12815, -1.68434, 3.82279], [-1.67275, -6.44003, 3.37925], [-2.01116, -6.18955, 4.74302], [-1.51133, -5.04364, 5.43111], [-1.68014, -7.49578, 5.59961], [-0.33868, -8.01423, 5.53040], [0.65319, -7.17475, 6.31279], [-3.76093, -6.23974, 4.92618], [-0.03512, -8.11652, 4.48709], [-0.38922, -9.01560, 5.95451], [0.77271, -6.18720, 5.87049], [1.62921, -7.66092, 6.32564], [0.31124, -7.03430, 7.33826], [-4.14402, -7.12748, 4.43139], [-4.15531, -5.34255, 4.45476], [-4.00313, -6.24452, 5.98540], [-5.19002, 2.62771, -3.47227], [-4.60960, 3.08255, -4.69595], [-4.11821, 2.15679, -5.66531], [-3.49121, 4.15843, -4.37087], [-2.41442, 3.79606, -3.46764], [-1.39282, 2.87456, -4.10046], [-5.73071, 4.18487, -5.49323], [-2.82647, 3.36285, -2.55530], [-1.94089, 4.73714, -3.19444], [-1.82064, 1.89837, -4.32282], [-0.55115, 2.72339, -3.42438], [-1.02705, 3.29100, -5.04007], [-6.08951, 4.91046, -4.76901], [-6.55610, 3.58525, -5.86982], [-5.21620, 4.67286, -6.31635], [2.39947, 4.97615, 3.98552], [2.81284, 5.25586, 2.64436], [1.85077, 5.42237, 1.60297], [3.89802, 4.18808, 2.20642], [3.55477, 2.78092, 2.29784], [2.61209, 2.32915, 1.20470], [3.88457, 6.65457, 2.64750], [3.14921, 2.56747, 3.28843], [4.49791, 2.24525, 2.21055], [1.63364, 2.80073, 1.30534], [2.47269, 1.25029, 1.24568], [3.00432, 2.59450, 0.22518], [4.63562, 6.52407, 3.42117], [3.27156, 7.52795, 2.85770], [4.34261, 6.74558, 1.66658], [2.22296, -0.20998, -6.78494], [2.77047, -1.52761, -6.85492], [2.00180, -2.66618, -6.46800], [4.16741, -1.54778, -6.10377], [4.22058, -1.10739, -4.72122], [3.64507, -2.11603, -3.75202], [3.40257, -1.80513, -8.47710], [3.72718, -0.13994, -4.62144], [5.27730, -0.95651, -4.50896], [2.57193, -2.23792, -3.89321], [3.81366, -1.78333, -2.72834], [4.10721, -3.09476, -3.89469], [4.01229, -0.95540, -8.77023], [2.54713, -1.90483, -9.14111], [3.98361, -2.72316, -8.47433]],
  "lowdin_charge": [-0.12, -0.28, -0.24, -0.28, -0.24, 0.35, -0.06, -0.53, 0.11, -0.37, -0.18, -0.28, -0.13, 0.07, 0.06, 0.06, 0.11, 0.08, 0.10, 0.11, 0.07, 0.10, 0.03, 0.03, -0.04, 0.07, 0.06, 0.04, 0.06, 0.09, 0.06, 0.06, 0.06, 0.06, -0.26, 0.56, -0.27, -0.27, -0.26, -0.08, -0.12, 0.12, 0.12, 0.07, 0.08, 0.08, 0.07, 0.08, 0.07, -0.27, 0.56, -0.27, -0.27, -0.24, -0.06, -0.13, 0.11, 0.12, 0.08, 0.08, 0.08, 0.07, 0.07, 0.07, -0.28, 0.55, -0.27, -0.27, -0.23, -0.08, -0.13, 0.11, 0.12, 0.05, 0.07, 0.08, 0.07, 0.07, 0.07, -0.27, 0.56, -0.27, -0.27, -0.24, -0.08, -0.13, 0.11, 0.12, 0.08, 0.06, 0.08, 0.07, 0.07, 0.07]
}

***

(4)
{
  "formula": "C22H53BrN4O7",
  "method": "the ωB97M-V functional and the def2-TZVPD basis",
  "smiles": "O=C1OC[C@H](CCCBr)O1.COC[C@@H](C)N.COC[C@@H](C)N.COC[C@@H](C)N.COC[C@@H](C)N",
  "gap_ev": 9.603,
  "homo_ha": -0.3340,
  "species": ["O", "C", "O", "C", "C", "C", "C", "C", "Br", "O", "H", "H", "H", "H", "H", "H", "H", "H", "H", "C", "C", "C", "O", "C", "N", "H", "H", "H", "H", "H", "H", "H", "H", "H", "H", "H", "C", "C", "C", "O", "C", "N", "H", "H", "H", "H", "H", "H", "H", "H", "H", "H", "H", "C", "C", "C", "O", "C", "N", "H", "H", "H", "H", "H", "H", "H", "H", "H", "H", "H", "C", "C", "C", "O", "C", "N", "H", "H", "H", "H", "H", "H", "H", "H", "H", "H", "H"],
  "xyz": [[-5.33341, -3.40514, 0.37954], [-4.80170, -3.19391, -0.69064], [-5.40560, -3.27344, -1.90568], [-4.55229, -2.61141, -2.86027], [-3.65154, -1.84292, -1.92093], [-2.41690, -1.19169, -2.43552], [-2.82614, 0.05641, -3.23843], [-3.20687, 1.21339, -2.31507], [-5.05969, 1.76189, -2.51744], [-3.48667, -2.83561, -0.89025], [-5.08069, -2.00819, -3.57896], [-4.01876, -3.42231, -3.33260], [-4.31341, -1.09713, -1.46774], [-1.80657, -1.84862, -3.04150], [-1.81864, -0.82345, -1.61454], [-3.66042, -0.19628, -3.87511], [-1.99065, 0.36459, -3.84891], [-3.03349, 0.97024, -1.27908], [-2.61829, 2.08167, -2.55933], [3.03445, -0.60463, -0.96060], [2.84986, 0.83776, -1.42211], [2.05243, 1.71266, -0.44535], [0.65589, 1.47913, -0.44928], [0.23174, 0.36094, 0.30980], [2.26801, 0.83619, -2.76854], [2.13603, -1.20088, -1.11663], [3.83421, -1.07777, -1.52907], [3.29814, -0.65267, 0.09752], [3.84515, 1.28544, -1.49358], [2.17105, 2.75580, -0.74888], [2.44815, 1.63062, 0.57529], [0.83627, 0.22220, 1.21019], [0.24674, -0.55090, -0.29193], [-0.80088, 0.54461, 0.61066], [2.25847, 1.78460, -3.13203], [1.28660, 0.58888, -2.67891], [-0.11691, 4.87759, 4.53448], [1.30832, 5.23962, 4.12839], [1.42007, 5.91087, 2.75355], [1.28140, 5.02035, 1.66642], [-0.04713, 4.68809, 1.30480], [2.14402, 4.03786, 4.21042], [-0.46995, 3.98054, 4.02762], [-0.16003, 4.67652, 5.60413], [-0.81040, 5.69150, 4.31484], [1.68177, 5.95879, 4.86308], [2.42759, 6.32399, 2.65861], [0.71598, 6.74825, 2.66026], [-0.72782, 5.53554, 1.42612], [-0.40939, 3.83477, 1.88239], [-0.03511, 4.39432, 0.25577], [3.11416, 4.29798, 4.05465], [1.91168, 3.45725, 3.40847], [3.63589, -1.07454, 6.36233], [3.41066, 0.37492, 5.94252], [2.66356, 1.22430, 6.98012], [1.27296, 0.97701, 7.05182], [0.89293, -0.15179, 7.81407], [2.74011, 0.39584, 4.63933], [2.73398, -1.67529, 6.25196], [4.40177, -1.53021, 5.73540], [3.96684, -1.14019, 7.40069], [4.39631, 0.83293, 5.81749], [2.75502, 2.27119, 6.68285], [3.11591, 1.12662, 7.97680], [1.55293, -0.29478, 8.67479], [0.87963, -1.06167, 7.20923], [-0.11948, 0.02525, 8.17653], [2.69482, 1.35635, 4.31291], [1.76880, 0.14335, 4.79808], [-0.52754, -2.92065, -6.13738], [-0.67828, -4.22803, -5.36533], [-0.62920, -5.48507, -6.24304], [-1.80163, -5.73302, -6.99087], [-1.92246, -5.00167, -8.19639], [-1.90137, -4.16527, -4.55698], [-1.44929, -2.63896, -6.64591], [-0.27684, -2.10913, -5.45392], [0.26737, -2.98840, -6.88176], [0.16861, -4.29756, -4.67673], [-0.52023, -6.35114, -5.58580], [0.24702, -5.46882, -6.90460], [-0.94969, -4.85420, -8.67407], [-2.40070, -4.03285, -8.03391], [-2.55614, -5.58133, -8.86659], [-1.94279, -4.98099, -3.95174], [-2.68829, -4.28618, -5.18999]],
  "lowdin_charge": [0.15, -0.52, 0.06, -0.07, -0.30, -0.12, -0.26, -0.60, 0.64, 0.08, 0.13, 0.11, 0.15, 0.10, 0.10, 0.08, 0.11, 0.05, 0.05, -0.07, -0.43, -0.21, -0.20, -0.10, 0.04, 0.06, 0.08, 0.08, 0.14, 0.12, 0.12, 0.09, 0.07, 0.09, 0.07, 0.06, -0.06, -0.43, -0.21, -0.20, -0.10, 0.04, 0.06, 0.08, 0.08, 0.13, 0.12, 0.12, 0.09, 0.07, 0.08, 0.08, 0.06, -0.07, -0.43, -0.21, -0.19, -0.11, 0.04, 0.06, 0.07, 0.08, 0.13, 0.11, 0.12, 0.09, 0.07, 0.09, 0.04, 0.07, -0.06, -0.42, -0.21, -0.19, -0.11, 0.04, 0.07, 0.07, 0.08, 0.14, 0.12, 0.12, 0.09, 0.07, 0.09, 0.08, 0.07]
}